Record 1
The following is a quantum chemistry calculation of a cluster of 3 separate species, C3H10O3S in total, from the OMol25 dataset.

The multiplicity is 1. The net charge is -2. The HOMO energy is 0.72 eV. Its HOMO-LUMO gap is 5.45 eV. As for the energy above the lowest of the compared OMol25 structures with the same formula, charge and spin: 54.8 kcal/mol.

Structure (XYZ):
```
17
Properties=species:S:1:pos:R:3:forces:R:3
C 0.408239 -1.322988 -0.037617 -1.68 1.40 -0.37
O -0.876557 -1.601799 -0.480582 -0.12 -1.53 -0.41
C 0.400604 -0.180126 1.059213 2.37 0.19 0.08
C -0.862241 0.570279 1.459708 -2.34 -2.24 -0.90
S -1.058096 2.318841 1.442148 0.46 2.10 -0.69
H 0.932775 -2.180196 0.362731 0.15 -0.66 0.49
H 1.008143 -1.059724 -0.904401 0.67 0.61 -0.50
H 1.254182 0.578571 0.934114 -1.04 -0.85 -0.33
H 0.768495 -0.753410 1.923278 -0.27 0.30 0.37
H -0.998171 0.405615 2.513433 -0.30 -0.87 0.46
H -1.769957 0.079168 0.883573 1.86 0.73 1.16
H 1.832376 2.303270 -1.405283 1.31 -2.46 -1.99
H 2.218695 0.910119 -2.328009 -0.81 0.39 0.88
O 2.451104 1.815447 -2.087516 -0.61 2.04 1.25
H -0.696844 -2.663045 -1.286718 1.53 1.16 0.04
H 0.581320 -3.174867 -2.565861 0.58 0.96 -0.58
O -0.059684 -3.457390 -1.943033 -1.76 -1.26 1.03
```
Positions in Å, forces in eV/Å.

=====

Record 2
The following is a quantum chemistry calculation of a structure of composition C3H10O4, from the OMol25 dataset.

The multiplicity is 1. The net charge is 0. The HOMO energy is -9.85 eV. Its HOMO-LUMO gap is 10.14 eV. As for the energy above the lowest of the compared OMol25 structures with the same formula, charge and spin: 5.9 kcal/mol.

Structure (XYZ):
```
17
Properties=species:S:1:pos:R:3:forces:R:3
H -0.112354 -1.839082 0.614267 -1.86 0.51 -0.31
O 1.004511 -2.495026 0.455951 0.54 -0.37 -0.08
O -1.021491 -1.158689 0.513179 0.94 -0.11 0.68
H 1.172849 -2.168578 -0.461064 0.32 -0.06 0.28
H 1.544271 -1.917392 1.020262 0.01 0.01 0.00
C -0.551705 -0.037045 1.034190 0.40 -0.88 -0.86
O 0.570394 -0.006031 1.531726 -0.32 0.64 0.29
C -1.394011 1.165416 0.741598 -0.04 1.05 0.45
H -2.357862 0.856211 0.347538 0.15 -0.03 -0.35
H -1.606467 1.734830 1.650361 -0.06 -0.45 0.22
C -0.597911 2.179008 -0.127490 0.39 -0.15 1.00
H -1.235504 2.777392 -0.769792 0.12 -0.23 -0.36
H -0.093748 2.865422 0.554476 -0.20 0.18 0.05
H 0.273118 1.711021 -0.583726 -0.39 -0.12 -0.76
O 1.649580 -1.345617 -1.867281 0.15 -0.13 -0.04
H 1.409086 -1.876625 -2.632408 -0.04 0.19 -0.15
H 1.347251 -0.445218 -2.021782 -0.11 -0.05 -0.08
```
Positions in Å, forces in eV/Å.

=====

Record 3
The following is a quantum chemistry calculation of an isolated molecule of C3H10OP2, from the OMol25 dataset.

The multiplicity is 1. The net charge is 0. The HOMO energy is -7.95 eV. Its HOMO-LUMO gap is 8.87 eV. As for the energy above the lowest of the compared OMol25 structures with the same formula, charge and spin: 24.5 kcal/mol.

Structure (XYZ):
```
16
Properties=species:S:1:pos:R:3:forces:R:3
C -2.671153 -0.283096 -0.602463 -1.33 -1.26 2.33
O -2.118250 -0.139162 0.764146 0.02 -0.75 -1.70
P -0.743381 0.686814 0.899703 0.02 1.63 1.87
P 0.820970 0.352688 -0.535447 0.39 -2.19 -1.23
C 1.162030 -1.457581 -0.147469 0.00 0.10 2.88
C 2.136322 1.231306 0.393988 0.20 1.36 -0.47
H -2.102518 0.352642 -1.266892 -0.03 -0.35 -0.55
H -3.711804 0.074372 -0.451062 0.57 -0.12 -0.68
H -2.728789 -1.408980 -0.767931 0.40 1.63 -0.47
H -1.082403 1.805176 0.086209 -0.22 0.39 0.33
H 0.549167 -2.203506 -0.607375 -0.23 -0.09 -1.14
H 1.033578 -1.802310 0.948716 0.05 1.16 -1.12
H 2.213519 -1.617368 -0.280742 0.57 -0.36 -0.68
H 1.947393 2.319158 0.103761 0.45 -1.22 0.64
H 3.133943 0.965695 -0.020324 -0.70 0.09 0.14
H 2.161382 1.124147 1.483178 -0.17 -0.03 -0.17
```
Positions in Å, forces in eV/Å.

=====

Record 4
The following is a quantum chemistry calculation of a cluster of 3 separate species, C3H10OS in total, from the OMol25 dataset.

The multiplicity is 1. The net charge is 0. The HOMO energy is -6.94 eV. Its HOMO-LUMO gap is 5.55 eV. As for the energy above the lowest of the compared OMol25 structures with the same formula, charge and spin: 112.1 kcal/mol.

Structure (XYZ):
```
15
Properties=species:S:1:pos:R:3:forces:R:3
C -1.125188 1.099082 0.531927 -2.97 1.99 -1.85
C -0.776224 -0.071371 -0.832486 -1.04 -1.26 0.63
C -1.535888 -0.395708 0.368311 2.38 -2.43 -2.23
S 1.341812 -0.683501 1.684581 0.88 -0.71 -0.31
H -0.763799 1.271332 1.485892 0.96 -0.33 2.22
H -0.389291 1.760563 0.021808 0.33 -1.04 -0.73
H -2.037239 1.685597 0.314413 0.32 -0.28 0.45
H -1.248368 -0.021552 -1.825661 -0.27 1.04 0.64
H 0.289421 -0.116923 -0.883040 0.56 -0.28 0.50
H -2.515095 -0.803090 0.245154 -1.20 1.28 -0.29
H -1.031415 -1.152154 0.981549 0.79 1.15 0.59
H 2.255286 -1.730964 1.626805 -0.81 0.92 0.05
H 2.146627 -0.010067 -0.573223 0.67 -0.21 -0.18
H 2.896700 -0.859937 -1.644500 -0.48 1.06 0.30
O 2.492660 0.028692 -1.501526 -0.11 -0.91 0.22
```
Positions in Å, forces in eV/Å.

=====

Record 5
The following is a quantum chemistry calculation of a cluster of 2 separate species, C3H10OS in total, from the OMol25 dataset.

The multiplicity is 1. The net charge is 0. The HOMO energy is -8.80 eV. Its HOMO-LUMO gap is 9.56 eV. As for the energy above the lowest of the compared OMol25 structures with the same formula, charge and spin: 24.5 kcal/mol.

Structure (XYZ):
```
15
Properties=species:S:1:pos:R:3:forces:R:3
C -1.964814 0.135284 1.287519 1.80 1.26 0.74
C -0.584615 -0.392067 0.753889 -2.19 2.15 -0.63
S -0.087375 0.584528 -0.761833 -0.33 -0.74 0.85
C 1.189536 1.761597 -0.238714 -0.33 0.92 -1.44
H -2.165172 -0.303950 2.236117 0.06 -0.78 1.02
H -1.892867 1.260052 1.600371 -0.48 -1.87 -1.44
H -2.760684 -0.233063 0.685232 -0.81 0.70 -0.86
H 0.067153 -0.159675 1.521541 1.87 0.31 1.30
H -0.614270 -1.450404 0.638283 0.11 -0.72 -0.63
H 1.023058 2.655748 -0.868302 -0.13 -0.40 0.18
H 2.121559 1.390001 -0.563187 1.19 -0.57 -0.22
H 1.346647 2.171271 0.734404 -0.71 -0.34 1.11
O 1.627169 -2.735642 -2.684301 -1.45 0.91 2.78
H 1.163215 -2.912316 -1.800688 0.94 -0.69 -1.76
H 1.531462 -1.771364 -2.540333 0.47 -0.15 -0.98
```
Positions in Å, forces in eV/Å.

=====

Record 6
The following is a quantum chemistry calculation of a cluster of 2 separate species, C3H10OS2 in total, from the OMol25 dataset.

The multiplicity is 1. The net charge is 0. The HOMO energy is -9.10 eV. Its HOMO-LUMO gap is 7.74 eV. As for the energy above the lowest of the compared OMol25 structures with the same formula, charge and spin: 43.3 kcal/mol.

Structure (XYZ):
```
16
Properties=species:S:1:pos:R:3:forces:R:3
C 0.778767 1.486376 1.222324 1.35 -0.49 -1.11
C 0.018174 0.612407 0.222237 -0.52 0.02 1.55
S 1.129517 -0.313427 -0.818950 0.19 -2.54 2.13
S 1.351500 -2.098570 0.982701 0.42 2.52 -2.00
C -0.260163 -2.640465 0.630189 -2.61 -0.91 -1.79
H 1.582692 2.071862 0.674962 -1.14 -0.34 0.76
H 0.012369 2.091331 1.659354 0.04 0.75 0.76
H 1.312262 0.842108 1.944558 -0.44 0.43 -0.11
H -0.587941 1.280146 -0.390672 -0.16 -0.30 -0.20
H -0.698183 -0.035837 0.847786 0.94 0.72 -1.40
H -0.358494 -2.942349 -0.481941 0.12 0.12 1.97
H -1.142210 -2.002046 0.842990 0.90 0.76 -0.30
H -0.619043 -3.418933 1.306499 0.88 -0.78 -0.14
O -1.175359 1.890099 -2.825087 -1.64 -0.95 -2.99
H -0.464057 1.880154 -2.248999 2.22 0.08 1.76
H -0.879831 1.297146 -3.567952 -0.56 0.91 1.10
```
Positions in Å, forces in eV/Å.